# 1
Density functional theory data (ωB97M-V/def2-TZVPD) for a 2-piece molecular cluster, C16H9F3N3O5S2 overall.

```
38
Properties=species:S:1:pos:R:3:nbo_charge:R:1
C -0.82226 2.52320 0.06659 -0.5393
C -1.40681 3.82947 -0.29793 0.2694
N -1.80016 4.91383 -0.49950 -0.3446
C 0.06361 1.86888 -1.02150 0.1353
C 0.12868 0.50969 -1.39225 -0.2218
C 1.19126 0.02686 -2.17030 -0.1598
C 2.20350 0.88775 -2.62914 0.0036
N 3.26422 0.42773 -3.48631 0.5062
O 4.07778 1.27489 -3.93201 -0.3916
O 3.34104 -0.79092 -3.77082 -0.3819
C 2.08141 2.25615 -2.34803 -0.1601
C 1.05434 2.71307 -1.54283 -0.2493
H -1.60386 1.83976 0.41513 0.3484
H -0.60854 -0.22166 -1.07917 0.2600
H 1.32821 -1.02058 -2.43853 0.2487
H 2.83075 2.93027 -2.74037 0.2413
H 1.03982 3.75379 -1.23826 0.2247
F -1.79849 3.95919 3.02982 -0.3430
C -1.36713 2.70468 2.72039 0.9512
F -1.02674 2.03766 3.80891 -0.2853
F -2.44228 2.07299 2.14846 -0.3165
S 0.21619 3.13868 1.42909 0.1845
N -1.14281 -0.67997 2.68020 -0.9480
C 0.14364 -0.92039 2.24717 0.6296
O 1.19537 -0.34309 2.52378 -0.6225
C 0.07886 -2.17516 1.38547 -0.1557
C -1.20961 -2.35477 0.93913 -0.2081
C -1.63074 -3.48973 0.26935 -0.2421
C -0.67545 -4.48317 0.00351 -0.2194
C 0.67951 -4.28331 0.33639 -0.2251
C 1.03160 -3.18873 1.13156 -0.1819
S -2.28700 -1.04765 1.56659 2.2653
O -3.47766 -1.42104 2.28518 -0.9366
O -2.47046 -0.12743 0.44456 -0.9979
H -2.69099 -3.58056 0.05622 0.2239
H -0.97184 -5.40716 -0.47412 0.2053
H 1.45089 -4.99626 0.00530 0.2099
H 2.03214 -3.13694 1.56829 0.2233
```

Max |F| (Eh/bohr): 0.0761
Orbital gap (eV): 6.7
Highest occupied orbital energy (eV): -5.7
Total charge: -1
Energy (Ha): -2251.48806
E_LUMO (eV): 1.041

# 2
Density functional theory data (ωB97M-V/def2-TZVPD) for one molecule with the formula C4H3FO2.

```
10
Properties=species:S:1:pos:R:3:nbo_charge:R:1
C 1.64833 -1.43408 -0.75575 0.4121
C 0.59095 -0.73846 -0.04344 0.2807
C 0.16799 0.65053 -0.27302 0.4582
C -1.16441 0.83362 0.45852 -0.7080
O 2.60275 -1.89145 -1.24287 -0.4022
O 0.93395 1.42623 -0.84144 -0.4616
F -0.29330 -1.48782 0.61607 -0.2947
H -1.01278 0.45312 1.38127 0.2356
H -1.49705 1.92566 0.52397 0.2345
H -1.97642 0.26264 0.17669 0.2455
```

2S+1: 3
Max |F| (Eh/bohr): 0.1050
Orbital gap (spin up / spin down) (eV): 7.3 / 8.3
Highest occupied orbital energy (spin up / spin down) (eV): -6.9 / -10.8
Energy (Ha): -404.39626
E_LUMO (spin up / spin down) (eV): 0.357 / -2.526